{"formula": "C18H15BrI2N3OPd", "method": "the ωB97M-V functional and the def2-TZVPD basis", "symbols": ["Pd", "O", "C", "C", "C", "N", "C", "Br", "C", "H", "H", "H", "H", "C", "C", "C", "C", "C", "C", "N", "N", "C", "C", "C", "C", "C", "C", "H", "H", "H", "H", "H", "H", "H", "H", "H", "I", "C", "I", "H", "H"], "xyz": [[1.0321, 0.4135, -0.1101], [-0.4181, -1.1775, -5.9158], [-0.1455, -0.7030, -4.7203], [0.0037, 0.6598, -4.4193], [0.3007, 1.0283, -3.1331], [0.4359, 0.1254, -2.1392], [0.2909, -1.1657, -2.4537], [0.5587, -2.2927, -0.9633], [0.0032, -1.6504, -3.6924], [-0.5117, -0.4925, -6.5927], [-0.1073, 1.4197, -5.1817], [0.4300, 2.0695, -2.8695], [-0.1037, -2.7066, -3.8969], [-4.7178, 0.8740, 0.8863], [-4.3503, 0.0178, 1.9417], [-3.0380, -0.3055, 2.1203], [-2.0517, 0.2274, 1.2209], [-2.4420, 1.0823, 0.1526], [-3.7565, 1.3995, -0.0097], [-0.7138, -0.0438, 1.3575], [-0.4244, -0.8156, 2.3570], [0.8751, -1.1229, 2.5061], [1.2228, -1.8983, 3.6499], [2.5317, -2.2592, 3.8488], [3.5047, -1.8723, 2.9203], [3.1880, -1.1113, 1.7678], [1.8989, -0.7321, 1.5902], [-5.7606, 1.1374, 0.7550], [-5.1083, -0.3768, 2.6044], [-2.7250, -0.9580, 2.9198], [-1.6874, 1.4710, -0.5178], [-4.0756, 2.0493, -0.8130], [0.4395, -2.1672, 4.3479], [2.8136, -2.8472, 4.7114], [4.5343, -2.1750, 3.0745], [3.9730, -0.8582, 1.0667], [1.2181, 2.8463, 1.4496], [2.9696, 3.3584, 0.3637], [3.3089, 1.8600, -1.0900], [3.8091, 3.3914, 1.0479], [2.7952, 4.3005, -0.1419]], "atomic_forces_ev_per_a": [[-0.4, 0.7, 0.4], [0.0, 0.0, 0.1], [-0.1, -0.1, -0.2], [0.0, 0.0, 0.0], [0.0, 0.0, 0.1], [0.1, -0.1, -0.1], [0.0, 0.0, 0.1], [0.1, -0.2, 0.0], [0.0, 0.1, 0.0], [0.0, 0.0, -0.1], [0.0, 0.0, 0.0], [0.0, 0.0, 0.0], [0.0, 0.0, 0.0], [0.0, 0.0, 0.0], [0.0, 0.1, -0.1], [0.1, 0.0, -0.1], [0.1, 0.0, 0.1], [0.0, -0.1, 0.0], [-0.1, 0.0, 0.0], [-0.4, -0.4, 0.1], [0.4, 0.3, -0.2], [-0.2, 0.0, 0.0], [0.0, 0.0, 0.0], [0.0, 0.0, -0.1], [0.0, 0.0, 0.1], [0.0, 0.1, 0.0], [0.1, -0.3, 0.2], [0.0, 0.0, 0.0], [0.0, 0.0, 0.0], [0.0, 0.0, 0.0], [0.0, 0.0, 0.0], [0.0, 0.0, 0.0], [0.0, 0.0, 0.0], [0.0, 0.0, 0.0], [0.0, 0.0, 0.0], [0.0, 0.0, 0.0], [-0.1, -0.2, -0.2], [0.0, 0.1, 0.0], [0.2, -0.1, -0.1], [0.0, 0.0, 0.0], [0.0, 0.0, 0.0]], "gap_ev": [7.1, 5.7], "s2": 6.10, "multiplicity": 5, "homo_energy_ev": [-17.951, -18.386], "total_charge": 3}

=====

{"formula": "C4H13N3", "method": "the ωB97M-V functional and the def2-TZVPD basis", "symbols": ["C", "C", "C", "N", "N", "C", "N", "H", "H", "H", "H", "H", "H", "H", "H", "H", "H", "H", "H", "H"], "xyz": [[0.7179, -0.2196, -1.6268], [-0.3284, -0.0424, -0.5283], [-1.3786, -1.2511, -0.6129], [-2.0935, -1.4919, 0.6331], [0.2886, -0.2184, 0.8152], [1.2614, 0.8014, 1.1941], [0.6909, 2.1070, 1.3502], [0.0815, -0.2547, -2.5326], [1.3487, -1.1119, -1.6554], [1.4229, 0.6181, -1.7158], [-0.7236, 0.9745, -0.4974], [-2.0100, -0.8782, -1.4402], [-0.7555, -2.0893, -0.9338], [-1.7535, -0.8189, 1.3092], [-3.0850, -1.4188, 0.4361], [0.6633, -1.1399, 0.9743], [1.6827, 0.5553, 2.1847], [2.1943, 0.7074, 0.5903], [0.3847, 2.3966, 0.4185], [1.3910, 2.7748, 1.6374]], "atomic_forces_ev_per_a": [[-0.8, 0.8, -1.4], [1.6, -2.5, 2.1], [0.9, 2.5, -0.6], [0.0, -0.1, -1.0], [-0.3, 1.5, 0.4], [1.5, -1.6, 1.2], [-0.7, 0.3, -1.3], [0.7, 0.1, -0.2], [-0.5, -0.2, 0.6], [-0.4, 0.0, 0.0], [-0.5, -0.3, -0.5], [-0.2, -0.9, 0.2], [-0.3, -0.2, 0.0], [-0.3, 0.0, 0.2], [0.1, 0.2, 0.5], [0.1, -0.2, -0.2], [-0.5, -0.3, -0.1], [-0.5, 0.6, -0.5], [0.0, 0.4, 0.4], [0.1, 0.0, 0.1]], "gap_ev": 9.6, "smiles": "C[C@@H](CN)NCN", "homo_energy_ev": -8.575, "total_charge": 0}

=====

{"formula": "C21H40Br2NO8", "method": "the ωB97M-V functional and the def2-TZVPD basis", "symbols": ["C", "C", "C", "C", "N", "C", "C", "C", "O", "C", "O", "C", "C", "C", "Br", "C", "C", "Br", "H", "H", "H", "H", "H", "H", "H", "H", "H", "H", "H", "H", "H", "H", "H", "H", "H", "H", "H", "H", "H", "H", "H", "H", "C", "C", "O", "C", "O", "O", "C", "H", "H", "H", "H", "H", "H", "H", "H", "C", "C", "O", "C", "O", "O", "C", "H", "H", "H", "H", "H", "H", "H", "H"], "xyz": [[5.7028, -1.2097, 0.8680], [4.3754, -2.0026, 0.8276], [3.4460, -1.6867, -0.3588], [3.3970, -0.2197, -0.8183], [2.0346, 0.1601, -1.2296], [1.9307, 1.0828, -2.3844], [0.8288, 0.6147, -3.3564], [-0.0909, -0.4889, -2.8800], [-0.8465, -0.0755, -1.7082], [-1.1011, -1.0217, -0.8130], [-1.2503, -2.1940, -1.0792], [-1.2454, -0.4875, 0.5947], [-2.6886, -0.6503, 1.1025], [1.7281, 2.4675, -1.8610], [1.9966, 3.8401, -3.2923], [0.4730, 2.8436, -1.0342], [0.7340, 3.9593, -0.0180], [-1.1156, 3.3816, -2.0477], [5.7099, -0.4943, 1.6957], [6.5506, -1.8793, 1.0460], [5.8908, -0.6617, -0.0559], [4.6291, -3.0671, 0.7739], [3.8506, -1.8713, 1.7785], [2.4225, -1.9505, -0.0693], [3.6998, -2.3537, -1.1895], [4.0398, -0.0447, -1.6850], [3.7552, 0.4149, 0.0095], [1.6100, 0.5689, -0.3964], [0.2494, 1.4584, -3.7464], [1.3127, 0.1565, -4.2376], [-0.8067, -0.7612, -3.6659], [0.4780, -1.3850, -2.6302], [-0.9578, 0.5625, 0.6038], [-0.5645, -1.0676, 1.2217], [-3.1243, -1.5679, 0.7010], [-2.7275, -0.6841, 2.1930], [-3.3091, 0.1831, 0.7599], [2.5697, 2.6847, -1.1923], [0.1522, 1.9498, -0.4954], [0.6942, 4.9374, -0.5032], [-0.0166, 3.9469, 0.7784], [1.7268, 3.8330, 0.4251], [-5.7761, 3.8766, -2.3774], [-4.6365, 4.6578, -1.7632], [-5.0724, 5.9518, -1.2935], [-5.7111, 5.9563, -0.1340], [-5.9487, 5.0068, 0.5666], [-6.0606, 7.2194, 0.1441], [-6.7938, 7.3688, 1.3589], [-6.2569, 4.4595, -3.1646], [-5.3953, 2.9506, -2.8077], [-6.5273, 3.6274, -1.6286], [-3.8717, 4.8770, -2.5039], [-4.1640, 4.1121, -0.9490], [-6.2625, 6.9131, 2.1916], [-7.7811, 6.9176, 1.2665], [-6.8894, 8.4392, 1.5175], [0.6960, -7.1983, 0.7889], [0.3117, -6.4166, 2.0250], [1.2460, -6.6217, 3.1036], [2.3770, -5.9267, 2.9991], [2.6602, -5.1614, 2.1185], [3.1472, -6.2144, 4.0525], [4.4135, -5.5483, 4.0398], [0.8141, -8.2561, 1.0291], [-0.0786, -7.0942, 0.0294], [1.6334, -6.8313, 0.3743], [-0.6416, -6.7602, 2.4218], [0.2315, -5.3516, 1.8122], [4.2857, -4.4754, 3.9145], [5.0373, -5.9358, 3.2358], [4.8702, -5.7631, 5.0014]], "atomic_forces_ev_per_a": [[0.0, -0.1, 0.2], [0.4, -0.2, -0.2], [-0.2, -0.1, 0.3], [-0.2, -0.2, 0.0], [0.7, 0.5, -0.1], [-0.8, -0.1, 0.4], [0.5, -0.1, 0.0], [-0.3, -0.1, -0.5], [0.6, 0.1, 0.2], [-0.3, -0.2, -0.1], [0.2, 0.0, 0.1], [-0.4, 0.1, 0.0], [0.0, 0.1, -0.2], [0.2, -0.6, -0.1], [0.1, 0.3, -0.1], [0.3, 0.5, 0.4], [-0.1, 0.1, -0.1], [-0.3, -0.2, 0.0], [0.0, 0.1, -0.2], [0.0, 0.1, -0.1], [0.0, 0.0, 0.0], [-0.2, 0.1, 0.1], [0.0, 0.1, -0.1], [0.1, -0.1, -0.1], [0.0, 0.2, -0.1], [0.0, 0.0, 0.2], [0.1, 0.0, -0.1], [-0.3, -0.3, 0.0], [0.0, -0.1, 0.0], [-0.2, 0.1, -0.1], [0.0, 0.0, 0.1], [-0.1, 0.1, 0.2], [0.1, -0.1, 0.2], [0.0, 0.1, -0.1], [0.1, 0.0, 0.2], [0.0, 0.0, -0.1], [0.1, -0.1, 0.1], [-0.2, 0.0, 0.0], [0.0, 0.0, -0.3], [0.1, -0.1, 0.0], [0.1, 0.0, -0.1], [-0.1, 0.0, 0.0], [-0.1, 0.1, 0.1], [0.1, -0.2, -0.1], [0.0, 0.0, 0.0], [0.0, 0.0, -0.1], [0.0, -0.1, 0.0], [0.0, 0.0, 0.0], [0.0, 0.1, 0.0], [0.0, 0.0, 0.0], [0.0, 0.0, 0.0], [0.0, 0.0, 0.0], [0.0, 0.1, 0.0], [0.0, 0.0, 0.1], [0.0, 0.0, 0.0], [0.0, 0.0, 0.0], [0.0, 0.0, 0.0], [0.2, -0.1, 0.0], [-0.2, 0.0, -0.1], [0.0, 0.0, 0.0], [-0.1, 0.0, 0.0], [0.1, 0.1, -0.1], [0.0, 0.0, 0.0], [0.1, 0.0, 0.1], [-0.1, 0.0, 0.0], [0.0, 0.0, 0.0], [0.0, 0.0, 0.0], [0.0, 0.0, 0.1], [0.1, 0.0, 0.0], [0.0, 0.0, 0.0], [0.0, 0.0, 0.0], [0.0, 0.0, 0.0]], "gap_ev": 4.5, "homo_energy_ev": -2.118, "total_charge": -1}

=====

{"formula": "C17H18BCrN7O3S", "method": "the ωB97M-V functional and the def2-TZVPD basis", "symbols": ["C", "N", "N", "C", "C", "B", "N", "N", "C", "C", "C", "Cr", "N", "N", "C", "C", "C", "H", "H", "H", "H", "H", "H", "H", "H", "H", "H", "H", "C", "H", "H", "H", "O", "S", "O", "N", "C", "O", "C", "C", "C", "C", "C", "C", "H", "H", "H", "H"], "xyz": [[0.1393, 2.4013, 1.0912], [0.2743, 1.4096, 0.1740], [0.3291, 2.0362, -1.0860], [0.4037, 3.3787, -0.8766], [0.2792, 3.6372, 0.4728], [0.4382, 1.2602, -2.4325], [1.6777, 0.3009, -2.1524], [1.8178, -0.4038, -0.9485], [3.0496, -0.9744, -0.9109], [3.7463, -0.5950, -2.0398], [2.8754, 0.1882, -2.7944], [0.9243, -0.3845, 0.7684], [-1.0895, 0.8187, -2.8860], [-1.8370, 0.0247, -2.0540], [-3.0656, -0.0511, -2.4696], [-3.1918, 0.6499, -3.7043], [-1.9178, 1.2002, -3.9202], [-3.8217, -0.5724, -1.8938], [-1.5375, 1.8029, -4.7217], [-4.0734, 0.7372, -4.3132], [0.7929, 2.0451, -3.3005], [3.0487, 0.6533, -3.7562], [0.6302, 4.1040, -1.6581], [4.7575, -0.8655, -2.2779], [0.3339, 4.5707, 0.9806], [3.3278, -1.5856, -0.0591], [-0.0466, 2.2468, 2.1459], [-0.0025, -2.4102, -0.6718], [-0.0874, -2.0001, 0.3686], [0.8677, -2.1281, 0.9156], [-0.4244, -0.8809, 0.2402], [-0.8819, -2.4976, 0.9460], [-2.2919, -1.1767, 2.5074], [-1.5636, -0.0951, 3.1290], [-2.1096, 1.2432, 3.1554], [0.0485, -0.0876, 2.4460], [1.0490, -0.5176, 3.2783], [2.1668, -0.8486, 2.7693], [0.5425, -0.6006, 4.6308], [1.2823, -0.9683, 5.7424], [0.6235, -1.0970, 6.9520], [-0.7642, -0.9315, 7.0368], [-1.5162, -0.6077, 5.9066], [-0.8395, -0.4520, 4.7058], [2.3482, -1.1076, 5.5971], [1.2067, -1.3173, 7.8374], [-1.2498, -1.0538, 7.9933], [-2.5969, -0.4999, 5.9375]], "atomic_forces_ev_per_a": [[0.4, 0.4, -0.6], [-0.8, 0.8, -0.3], [0.4, 0.0, 1.0], [0.1, -0.5, 0.0], [-0.1, -0.6, 0.0], [0.9, 1.3, -0.1], [0.3, -1.2, 0.9], [0.8, -0.3, -1.5], [-1.0, 1.0, -0.6], [0.1, 0.0, -0.4], [-0.6, -0.2, 0.4], [2.5, 5.6, 1.3], [-1.1, 0.6, -2.5], [-0.3, -0.8, 1.6], [0.0, 0.0, 0.0], [-1.0, -0.6, 0.8], [4.0, 0.0, 1.7], [0.1, 0.0, -0.2], [0.0, 0.2, -0.2], [0.0, 0.1, -0.2], [-0.3, -0.5, 0.4], [-0.1, 0.0, 0.1], [-0.4, -0.5, 0.0], [0.1, 0.0, -0.2], [-0.1, 0.5, 0.1], [0.2, 0.1, -0.1], [0.2, -0.3, -0.3], [0.0, 0.3, 1.1], [-1.8, -2.2, -1.6], [-0.1, -1.5, 0.1], [-2.2, -1.8, -0.8], [0.2, 0.4, -0.2], [0.6, 0.8, 0.4], [1.1, 0.7, 0.2], [0.5, -1.2, -0.4], [-0.4, -0.4, 0.0], [-0.3, -0.1, -0.9], [-1.7, 0.8, -0.1], [0.3, -0.8, 0.6], [0.0, 0.3, -0.4], [-0.1, 0.0, 0.2], [0.4, 0.1, -0.2], [0.0, 0.0, -0.4], [-0.4, -0.3, 0.7], [-0.1, 0.0, 0.4], [-0.2, -0.1, 0.0], [-0.1, 0.0, 0.0], [0.2, 0.0, 0.2]], "gap_ev": [7.0, 4.8], "s2": 6.04, "multiplicity": 5, "homo_energy_ev": [-15.037, -15.095], "total_charge": 2}

=====

Computed ΔE to the lowest compared entry with this formula, charge and spin (eV) in order:
0.056; 1.210; 0.189; 2.311